{
  "formula": "C26H39Br2N3O10PS",
  "method": "ωB97M-V/def2-TZVPD",
  "energy_ev": -212744.468,
  "gap_ev": 7.47,
  "charge": 1,
  "homo_ev": -11.64,
  "elements": ["C", "C", "C", "C", "C", "C", "C", "N", "C", "C", "O", "O", "C", "C", "O", "C", "C", "C", "S", "C", "N", "N", "C", "O", "C", "C", "C", "C", "O", "C", "C", "C", "O", "O", "C", "P", "O", "O", "O", "H", "H", "H", "H", "H", "H", "H", "H", "H", "H", "H", "H", "H", "H", "H", "H", "H", "H", "H", "H", "H", "H", "H", "H", "H", "H", "H", "H", "H", "H", "H", "H", "H", "H", "H", "Br", "C", "C", "Br", "H", "H", "H", "H"],
  "coordinates": [[5.45126, -0.41589, -0.14042], [5.24208, -1.00841, -1.53207], [4.06175, -0.36191, -2.27054], [2.73923, -1.07131, -1.96881], [1.51848, -0.13074, -2.00910], [0.34760, -0.73634, -1.28033], [-0.64587, -1.34057, -2.01179], [-1.69959, -1.94998, -1.43364], [-2.69035, -2.53668, -2.36539], [-3.91126, -1.64822, -2.50565], [-5.02562, -2.05886, -2.40644], [-3.58117, -0.34884, -2.73891], [-4.27706, 0.24992, -3.84504], [-4.97535, 1.51416, -3.48665], [-4.22862, -0.29415, -4.89279], [-1.86156, -1.99120, -0.08348], [-3.09559, -2.63356, 0.49002], [-3.98273, -1.67915, 1.32207], [-5.74184, -2.06014, 1.04201], [-6.36256, -0.47706, 0.69988], [-7.59595, -0.14365, 0.83342], [-7.68390, 1.17106, 0.37265], [-6.50472, 1.50697, 0.02884], [-5.59534, 0.51182, 0.19201], [-0.88385, -1.40974, 0.72316], [-1.01183, -1.47513, 2.22156], [-0.85785, -2.89981, 2.80733], [0.18517, -2.92991, 3.91447], [-0.18861, -2.13844, 5.01644], [-1.06753, -2.78318, 5.91721], [0.20966, -0.78917, 0.11429], [1.33520, -0.23832, 0.96174], [1.99198, -0.96436, 1.64898], [1.64210, 1.05655, 0.79635], [0.56437, 1.98366, 0.58604], [1.14506, 3.57944, -0.05320], [0.10617, 4.12691, -0.93442], [1.47782, 4.47310, 1.22579], [2.54894, 3.27058, -0.69891], [5.92889, 0.56357, -0.19321], [6.05221, -1.06759, 0.49112], [4.48613, -0.27575, 0.35606], [6.14851, -0.95721, -2.13339], [5.01986, -2.07501, -1.41748], [3.98353, 0.69643, -2.01571], [4.26034, -0.44469, -3.34165], [2.79813, -1.50983, -0.96536], [2.57222, -1.90198, -2.65598], [1.79269, 0.83357, -1.58877], [1.20826, 0.01422, -3.04536], [-0.62482, -1.33564, -3.09233], [-2.19599, -2.65060, -3.32673], [-2.99679, -3.52019, -2.02684], [-4.53785, 1.99043, -2.61495], [-6.02132, 1.26574, -3.30024], [-4.93314, 2.17635, -4.34897], [-3.72383, -3.06070, -0.28113], [-2.76986, -3.46785, 1.11679], [-3.80649, -0.63722, 1.07143], [-3.80165, -1.81154, 2.38679], [-6.18435, 2.46103, -0.35388], [-0.24482, -0.85559, 2.67783], [-1.96573, -1.04069, 2.51572], [-0.53600, -3.60090, 2.03032], [-1.81914, -3.26708, 3.17342], [0.37197, -3.96648, 4.22055], [1.12607, -2.52958, 3.53495], [-2.00321, -3.08514, 5.43336], [-1.30978, -2.06537, 6.69673], [-0.59070, -3.66269, 6.35689], [-0.14892, 1.64569, -0.16552], [0.04438, 2.16264, 1.52882], [0.98265, 5.30120, 1.13277], [3.27090, 3.79927, -0.30216], [4.65598, 5.39064, 0.77821], [6.46487, 4.75116, 0.42523], [7.09651, 5.48154, -0.72837], [6.33972, 4.91079, -2.42409], [6.38224, 3.68599, 0.23678], [7.01834, 4.91814, 1.34593], [8.15891, 5.25637, -0.77877], [6.95298, 6.55506, -0.66553]],
  "atomic_forces_ev_per_a": [[-0.2, 0.0, -0.1], [-0.3, -0.2, 0.2], [0.2, -0.4, -0.4], [-0.1, 0.2, 0.5], [-0.1, -0.4, -0.2], [-0.1, 0.0, 0.0], [0.1, 0.1, 0.1], [0.0, 0.0, 0.0], [0.1, -0.1, 0.4], [-0.2, -0.1, 0.0], [0.2, 0.1, -0.2], [-0.1, -0.1, 0.0], [-0.1, 0.0, 0.0], [0.2, 0.1, -0.2], [0.0, 0.0, 0.0], [-0.2, 0.1, -0.4], [0.1, -0.1, 0.2], [-0.1, -0.1, 0.1], [0.1, 0.0, 0.0], [-0.4, -0.1, 0.1], [0.0, 0.0, 0.0], [-0.2, -0.1, 0.1], [-0.2, 0.3, -0.1], [0.4, 0.0, -0.1], [0.2, 0.1, 0.0], [0.0, 0.0, 0.1], [0.0, 0.0, -0.3], [0.0, -0.2, 0.1], [0.0, 0.2, 0.0], [0.0, 0.1, -0.1], [-0.1, 0.0, 0.0], [0.2, -0.1, -0.1], [0.0, 0.1, -0.2], [-0.2, 0.0, 0.4], [0.1, 0.0, 0.0], [-0.2, 0.2, -0.5], [0.2, -0.1, 0.3], [-0.2, 0.1, -0.2], [0.0, 0.0, 0.2], [0.0, 0.0, 0.0], [0.1, 0.1, 0.0], [0.0, 0.0, 0.1], [0.1, 0.1, 0.1], [0.1, 0.0, -0.1], [0.1, 0.1, 0.0], [-0.1, 0.3, 0.0], [0.0, 0.0, 0.0], [0.1, -0.1, 0.0], [0.0, 0.1, 0.0], [0.1, 0.3, 0.0], [0.0, -0.1, 0.0], [-0.1, 0.1, -0.1], [0.0, 0.0, 0.0], [0.0, 0.0, 0.0], [0.0, 0.0, 0.1], [-0.1, 0.0, 0.0], [0.0, 0.0, -0.1], [0.0, 0.0, 0.0], [0.0, 0.0, -0.1], [0.0, 0.0, -0.1], [0.1, -0.1, 0.0], [0.0, 0.1, 0.0], [0.1, 0.0, 0.0], [0.0, 0.0, 0.0], [0.0, 0.0, 0.1], [0.0, 0.0, 0.0], [0.0, 0.1, 0.0], [0.0, -0.1, 0.0], [0.1, 0.0, 0.0], [0.0, 0.0, 0.0], [0.0, -0.2, 0.0], [0.0, 0.0, 0.0], [0.1, 0.1, 0.2], [0.1, 0.0, -0.1], [0.1, -0.1, 0.0], [0.0, 0.0, 0.0], [0.0, -0.1, -0.1], [0.0, 0.0, 0.0], [0.0, 0.0, 0.0], [0.0, 0.1, 0.0], [0.0, 0.0, 0.0], [0.0, 0.0, 0.0]],
  "mulliken_charge": [-0.789, -0.739, -0.554, -0.564, -0.919, 0.405, 0.080, 0.177, -1.513, 1.019, -0.524, -0.041, 0.633, -1.026, -0.478, 0.568, -1.674, -1.026, -0.245, 0.518, -0.391, -0.390, -0.059, -0.114, 0.687, -1.481, -0.513, -1.064, -0.353, -0.684, 0.790, -0.763, -0.503, -0.273, -0.333, 0.877, -0.729, -0.489, -0.201, 0.153, 0.365, 0.145, 0.459, 0.327, 0.290, 0.412, 0.461, 0.334, -0.384, 0.756, 0.445, 0.560, 0.434, 0.266, 0.304, 0.367, 0.620, 0.494, 0.753, 0.476, 0.477, 0.914, 0.653, 0.518, 0.225, 0.483, 0.340, 0.272, 0.260, 0.317, 0.148, 0.622, 0.327, 0.068, -0.146, -0.375, -0.557, -0.128, 0.117, 0.376, 0.349, 0.382]
}